No. 1
A cluster of 9 separate species, C46H96Cl10N4O4 in total. Source: the OMol25 dataset; level of theory: ωB97M-V/def2-TZVPD.

```
160
C46H96Cl10N4O4, DFT ωB97M-V/def2-TZVPD
C -28.70 -8.00 13.04
C -28.53 -6.45 12.84
C -29.56 -5.77 13.77
C -29.18 -5.79 15.25
C -27.78 -5.21 15.44
C -26.70 -5.96 14.62
N -27.12 -6.12 13.22
O -26.23 -6.71 12.38
C -25.42 -5.04 14.71
C -26.39 -7.36 15.27
C -28.95 -6.12 11.35
H -28.83 -8.38 14.06
H -27.91 -8.55 12.53
H -29.57 -8.29 12.45
H -29.71 -4.74 13.47
H -30.58 -6.14 13.64
H -29.14 -6.79 15.68
H -29.89 -5.15 15.76
H -27.71 -5.28 16.52
H -27.90 -4.19 15.08
H -24.98 -5.16 15.70
H -24.70 -5.29 13.92
H -25.75 -4.01 14.55
H -25.59 -7.85 14.71
H -26.18 -7.28 16.34
H -27.26 -8.00 15.17
H -30.00 -6.30 11.14
H -28.36 -6.59 10.57
H -28.76 -5.09 11.04
H -26.15 -6.04 11.69
C -18.88 -12.45 5.05
C -20.03 -11.44 4.59
C -19.35 -10.59 3.51
C -20.26 -9.56 2.87
C -21.39 -10.30 2.16
C -22.09 -11.30 3.06
N -21.13 -12.11 3.89
O -21.71 -13.08 4.62
C -23.11 -10.60 3.99
C -22.83 -12.22 2.09
C -20.54 -10.65 5.85
H -18.08 -11.82 5.44
H -18.47 -13.04 4.22
H -19.17 -13.25 5.73
H -18.40 -10.19 3.87
H -19.05 -11.27 2.72
H -19.72 -8.82 2.27
H -20.63 -8.96 3.70
H -21.04 -10.72 1.22
H -22.14 -9.57 1.85
H -22.80 -9.59 4.24
H -24.14 -10.59 3.64
H -23.32 -11.00 4.98
H -23.41 -11.71 1.32
H -22.04 -12.81 1.62
H -23.52 -12.90 2.59
H -19.77 -10.38 6.57
H -21.22 -11.32 6.38
H -20.99 -9.69 5.58
H -21.28 -13.84 4.23
C -26.46 -3.30 2.06
C -25.95 -4.76 2.14
C -24.54 -4.70 1.51
C -23.66 -5.91 1.73
C -23.59 -6.16 3.30
C -24.97 -6.32 3.93
N -25.87 -5.18 3.56
O -27.08 -5.05 4.32
C -25.54 -7.75 3.65
C -24.55 -6.26 5.40
C -26.85 -5.69 1.28
H -25.97 -2.59 2.72
H -27.55 -3.22 2.14
H -26.29 -2.82 1.10
H -24.52 -4.78 0.42
H -23.86 -3.91 1.84
H -22.59 -5.73 1.60
H -23.78 -6.78 1.10
H -23.23 -5.19 3.65
H -22.93 -7.02 3.44
H -26.63 -7.80 3.74
H -25.17 -8.14 2.70
H -25.23 -8.49 4.38
H -25.39 -6.45 6.08
H -23.82 -7.02 5.66
H -24.23 -5.29 5.77
H -26.54 -6.74 1.36
H -26.82 -5.34 0.25
H -27.85 -5.66 1.70
H -27.62 -5.66 3.82
C -24.15 -11.13 7.77
C -25.37 -10.30 8.12
C -25.82 -9.63 6.83
C -27.30 -9.05 6.98
C -28.24 -10.21 7.28
C -27.85 -10.96 8.53
N -26.39 -11.31 8.48
O -26.07 -12.11 9.63
C -28.31 -10.02 9.75
C -28.62 -12.30 8.64
C -24.93 -9.38 9.26
H -23.78 -11.55 8.70
H -23.44 -10.51 7.22
H -24.39 -12.03 7.20
H -25.21 -8.80 6.47
H -25.84 -10.33 5.98
H -27.58 -8.66 6.00
H -27.34 -8.23 7.69
H -28.18 -10.81 6.38
H -29.24 -9.79 7.21
H -28.54 -9.00 9.45
H -29.20 -10.30 10.32
H -27.60 -10.04 10.58
H -29.61 -12.09 8.22
H -28.19 -13.11 8.06
H -28.85 -12.64 9.65
H -24.73 -10.01 10.13
H -25.72 -8.75 9.66
H -24.10 -8.71 9.06
H -25.79 -12.93 9.21
Cl -20.83 -15.26 7.05
C -22.39 -14.52 7.67
C -23.62 -15.13 6.97
Cl -25.16 -14.69 7.93
H -22.32 -13.46 7.43
H -22.51 -14.55 8.75
H -23.51 -16.22 6.94
H -23.72 -14.72 5.97
Cl -32.94 -11.50 5.52
C -32.71 -9.73 5.92
C -32.12 -8.96 4.79
Cl -33.51 -8.77 3.74
H -31.96 -9.58 6.69
H -33.65 -9.28 6.26
H -31.31 -9.44 4.25
H -31.91 -7.92 5.03
Cl -31.89 -10.49 11.19
C -31.92 -11.13 12.86
C -30.57 -11.65 13.32
Cl -30.07 -12.99 12.26
H -32.74 -11.82 13.03
H -32.22 -10.31 13.50
H -30.60 -11.93 14.37
H -29.82 -10.85 13.34
Cl -25.08 -13.66 14.35
C -25.43 -12.36 13.26
C -26.64 -11.55 13.84
Cl -26.31 -10.91 15.45
H -25.78 -12.78 12.32
H -24.47 -11.87 13.14
H -27.64 -11.96 13.77
H -26.76 -10.65 13.23
Cl -26.89 -10.60 3.11
C -27.04 -12.35 3.02
C -26.34 -12.92 4.32
Cl -26.36 -14.64 4.29
H -26.51 -12.67 2.13
H -28.06 -12.70 2.90
H -26.74 -12.55 5.27
H -25.32 -12.56 4.25
```

Output
- Total charge: 0
- SMILES: CC1(C)CCCC(C)(C)N1O.CC1(C)CCCC(C)(C)N1O.CC1(C)CCCC(C)(C)N1O.CC1(C)CCCC(C)(C)N1O.ClCCCl.ClCCCl.ClCCCl.ClCCCl.ClCCCl



No. 2
A cluster of 9 separate species, C47H108F12N9O12S4 in total. Source: the OMol25 dataset; level of theory: ωB97M-V/def2-TZVPD.

```
192
C47H108F12N9O12S4, DFT ωB97M-V/def2-TZVPD
C -4.90 14.30 17.11
C -3.93 14.47 15.87
C -2.56 15.22 16.12
O -1.70 15.23 14.93
C -0.43 15.79 15.22
N -3.56 13.05 15.41
H -3.68 12.34 16.11
H -4.17 12.80 14.64
H -2.64 13.12 14.99
H -5.19 15.24 17.60
H -4.41 13.80 17.94
H -5.78 13.75 16.76
H -4.41 14.93 15.01
H -2.00 14.88 16.99
H -2.78 16.26 16.36
H -0.47 16.83 15.53
H 0.10 15.74 14.27
H -0.10 15.09 15.99
C -0.65 22.36 12.37
C -1.38 22.06 13.68
C -0.45 21.83 14.87
O 0.38 22.99 14.99
C 1.38 22.87 16.02
N -2.22 23.28 14.09
H -2.60 23.70 13.25
H -2.91 23.20 14.82
H -1.67 24.05 14.44
H 0.03 23.21 12.47
H -1.27 22.38 11.47
H 0.02 21.51 12.20
H -2.16 21.30 13.58
H 0.12 20.94 14.65
H -1.02 21.52 15.74
H 2.01 22.02 15.77
H 0.96 22.77 17.02
H 2.01 23.75 16.16
C 7.18 16.86 13.47
C 7.23 18.40 13.80
C 7.36 19.45 12.60
O 7.30 20.79 13.12
C 8.28 21.18 14.07
N 5.88 18.83 14.47
H 5.17 18.80 13.75
H 5.60 18.17 15.18
H 5.96 19.74 14.88
H 8.09 16.45 13.03
H 6.39 16.70 12.74
H 6.90 16.16 14.25
H 7.90 18.61 14.64
H 6.48 19.28 11.98
H 8.30 19.24 12.10
H 8.38 22.26 14.17
H 9.23 20.83 13.67
H 8.05 20.77 15.05
C 7.23 20.91 8.13
C 8.63 20.81 7.44
C 9.27 19.42 7.66
O 8.45 18.39 7.15
C 9.08 17.11 7.23
N 8.33 21.02 5.90
H 7.75 21.84 5.79
H 9.16 21.20 5.35
H 7.80 20.22 5.58
H 6.51 21.68 7.87
H 7.38 21.14 9.19
H 6.72 19.95 8.15
H 9.25 21.67 7.68
H 9.57 19.28 8.70
H 10.24 19.34 7.17
H 8.50 16.42 6.62
H 9.29 16.84 8.26
H 10.11 17.10 6.87
C 6.35 7.81 10.65
C 6.41 9.29 11.25
C 7.24 10.18 10.32
N 7.24 11.69 10.53
C 5.84 12.32 10.38
C 5.93 13.90 10.39
C 6.79 14.42 9.18
C 8.23 13.81 9.30
C 8.16 12.27 9.44
C 7.82 12.12 11.90
H 7.27 7.42 10.22
H 5.67 7.83 9.80
H 5.93 7.14 11.40
H 6.85 9.26 12.24
H 5.41 9.70 11.36
H 7.02 10.06 9.26
H 8.29 9.90 10.46
H 5.52 11.88 9.43
H 5.28 11.88 11.20
H 4.95 14.35 10.19
H 6.25 14.28 11.36
H 6.35 14.11 8.24
H 6.84 15.50 9.07
H 8.71 14.06 8.35
H 8.76 14.41 10.04
H 7.72 11.88 8.52
H 9.12 11.81 9.67
H 8.78 11.59 11.98
H 7.15 11.63 12.60
H 8.01 13.19 11.91
C -1.40 14.95 1.05
C -0.10 15.55 1.65
C -0.57 16.19 2.94
N 0.39 17.25 3.55
C -0.09 17.45 4.98
C 0.83 18.41 5.82
C 2.31 17.98 5.85
C 2.72 17.72 4.40
C 1.83 16.79 3.54
C 0.34 18.53 2.74
H -1.16 14.44 0.11
H -2.18 15.71 0.95
H -1.87 14.24 1.72
H 0.27 16.23 0.88
H 0.63 14.76 1.79
H -0.77 15.44 3.71
H -1.48 16.78 2.85
H -0.24 16.49 5.47
H -1.08 17.89 4.86
H 0.41 18.44 6.83
H 0.80 19.44 5.46
H 2.35 17.07 6.45
H 2.91 18.64 6.47
H 3.73 17.30 4.35
H 2.96 18.60 3.79
H 1.76 15.79 3.97
H 2.08 16.61 2.50
H 0.80 19.42 3.18
H -0.69 18.70 2.44
H 0.94 18.43 1.84
C 2.31 22.82 8.70
C 3.48 23.25 9.60
C 3.11 23.58 11.05
N 4.30 23.89 11.97
C 5.23 25.09 11.62
C 4.55 26.44 11.61
C 3.71 26.67 12.85
C 2.86 25.50 13.35
C 3.66 24.19 13.38
C 5.16 22.59 12.06
H 1.83 21.88 8.96
H 2.56 22.55 7.68
H 1.61 23.66 8.68
H 3.96 24.15 9.21
H 4.19 22.44 9.42
H 2.52 22.82 11.57
H 2.47 24.46 11.15
H 5.75 24.78 10.71
H 5.98 25.11 12.41
H 3.82 26.52 10.80
H 5.19 27.32 11.48
H 3.11 27.56 12.65
H 4.45 26.98 13.59
H 1.89 25.41 12.86
H 2.64 25.69 14.40
H 2.96 23.39 13.60
H 4.50 24.19 14.07
H 5.94 22.81 12.78
H 5.61 22.32 11.10
H 4.51 21.79 12.41
C 0.27 19.84 18.29
F -0.38 20.97 18.25
F -0.35 19.00 17.48
F 1.55 20.01 17.85
S 0.29 19.11 20.09
O 1.27 17.98 20.04
O 0.68 20.19 21.03
N -1.32 18.82 20.39
S -1.51 17.30 20.30
O -1.38 16.75 18.94
O -0.83 16.56 21.39
C -3.44 17.25 20.74
F -3.77 15.97 21.11
F -3.65 18.00 21.73
F -4.04 17.56 19.61
C 4.56 17.45 9.92
F 4.59 17.61 8.60
F 3.67 16.53 10.22
F 5.78 17.10 10.37
S 3.83 19.15 10.71
O 4.77 20.17 10.34
O 2.48 19.37 10.07
N 3.90 18.84 12.43
S 2.46 19.02 12.84
O 2.02 20.38 12.82
O 1.62 18.04 12.22
C 2.49 18.61 14.78
F 3.22 19.49 15.48
F 1.21 18.62 15.26
F 2.99 17.38 14.99
```

Output
- Total charge: +5



In the order shown, the computed max |F| values come out to 4.186; 5.828 eV/A.
In the order shown, the computed energy above the lowest of the compared OMol25 structures with the same formula, charge and spin values come out to 63.55; 33.43 kcal per mole.
In the order shown, the computed Kohn-Sham gap values come out to 8.144; 5.370 eV.